[1]
C6H15N | ωB97M-V/def2-TZVPD

Properties
Relative energy (zero: lowest compared OMol25 entry of this formula, charge and spin) ... 2.485 eV
SMILES ... CCN(C)C(C)C

Atoms and positions in Å:
C: 1.634 -1.353 -1.858
C: 0.929 -0.040 -1.268
N: -0.142 -0.408 -0.220
C: 0.363 -1.288 0.890
C: -0.899 0.776 0.200
C: -0.020 1.730 1.047
C: -2.324 0.383 0.835
H: 2.585 -1.630 -1.403
H: 1.927 -1.176 -2.941
H: 0.769 -2.126 -1.692
H: 0.345 0.563 -1.982
H: 1.529 0.775 -0.877
H: -0.532 -1.558 1.420
H: 0.875 -0.579 1.572
H: 0.880 -2.221 0.532
H: -1.119 1.250 -0.896
H: 0.948 2.077 0.414
H: 0.531 1.161 1.895
H: -0.458 2.692 1.317
H: -2.266 0.402 1.944
H: -2.617 -0.626 0.532
H: -2.938 1.195 0.538

***

[2]
C4H5Cl | ωB97M-V/def2-TZVPD

Properties
Relative energy (zero: lowest compared OMol25 entry of this formula, charge and spin) ... 0.970 eV
SMILES ... CC#CCCl

Atoms and positions in Å:
C: -1.986 -0.625 -0.002
C: -0.591 -0.137 -0.178
C: 0.498 0.380 -0.112
C: 1.848 0.836 0.000
Cl: 3.021 -0.767 -0.045
H: -2.213 -1.714 -0.026
H: -2.582 -0.169 -0.774
H: -2.402 -0.374 0.999
H: 2.091 1.288 0.910
H: 2.316 1.281 -0.772

***

[3]
C3H7N3S | ωB97M-V/def2-TZVPD

Properties
Relative energy (zero: lowest compared OMol25 entry of this formula, charge and spin) ... 1.858 eV
SMILES ... [H]/N=C(\NC)SN=C

Atoms and positions in Å:
H: 2.782 -1.749 -0.353
N: 1.793 -2.019 -0.217
C: 1.040 -1.010 -0.058
N: 1.363 0.312 -0.215
C: 0.706 1.463 0.372
S: -0.608 -1.426 0.481
N: -1.520 -0.251 -0.333
C: -2.802 -0.362 -0.245
H: 2.294 0.480 -0.630
H: 1.510 2.197 0.608
H: 0.219 1.232 1.332
H: -0.046 1.902 -0.289
H: -3.410 0.393 -0.765
H: -3.323 -1.161 0.313

***

[4]
C5H10N4O2P | ωB97M-V/def2-TZVPD

Properties
Charge ... -1
Relative energy (zero: lowest compared OMol25 entry of this formula, charge and spin) ... 1.799 eV

Atoms and positions in Å:
C: 3.014 -1.388 0.491
C: -2.357 -2.271 0.568
C: 1.997 3.101 -0.080
C: -2.331 -1.059 -0.343
C: 0.642 2.555 -0.446
N: 2.267 -0.911 -0.528
N: 4.202 -1.775 0.058
N: 3.091 -1.011 -1.603
N: 4.161 -1.506 -1.251
O: -1.339 -0.269 -0.487
O: 0.692 1.217 -0.828
P: 0.304 -0.142 0.078
H: -2.656 -2.018 1.566
H: -2.978 -3.145 0.238
H: -1.337 -2.688 0.477
H: 2.785 2.451 -0.497
H: 1.961 4.206 -0.322
H: 2.167 3.191 1.050
H: 2.680 -1.573 1.507
H: -2.798 -1.233 -1.281
H: 0.314 3.192 -1.482
H: -0.037 2.805 0.370